Entry 1:
ORCA calculation (ωB97M-V/def2-TZVPD) on a molecular structure, C36H44BCl2F4IrN3O3P.

The geometry in XYZ format:
```
95
C36H44BCl2F4IrN3O3P | the Open Molecules 2025 dataset | ωB97M-V/def2-TZVPD
Ir -0.08 -0.91 0.00
Cl -2.28 -3.63 3.63
C -2.06 -1.93 3.57
C -2.49 -1.13 4.64
C -2.33 0.23 4.61
Cl -2.91 1.19 5.94
C -1.69 0.85 3.52
C -1.50 2.24 3.39
C -0.88 2.73 2.27
C -0.43 1.83 1.29
N -0.57 0.53 1.38
C -1.24 0.02 2.47
C -1.46 -1.37 2.45
O -1.07 -2.05 1.41
H -2.98 -1.60 5.48
H -1.85 2.91 4.16
H -0.73 3.78 2.12
H 0.06 2.20 0.40
C 3.59 -2.27 -1.84
C 2.62 -1.33 -2.54
C 1.84 -2.07 -3.63
P 1.64 -0.22 -1.41
C 3.01 0.74 -0.62
C 4.07 1.28 -1.58
C 2.55 1.86 0.30
C 0.70 0.69 -2.66
C 1.23 1.23 -3.82
C 0.42 1.65 -4.87
C 1.00 2.24 -6.12
C -0.96 1.45 -4.75
C -1.52 0.92 -3.61
C -0.69 0.56 -2.53
N -1.23 0.11 -1.33
C -2.48 0.66 -0.95
C -2.64 2.07 -1.02
C -1.62 3.06 -1.53
C -3.82 2.63 -0.55
C -4.86 1.88 -0.04
C -6.12 2.51 0.46
C -4.70 0.49 -0.02
C -3.55 -0.14 -0.46
C -3.57 -1.64 -0.53
H 4.21 -2.75 -2.60
H 3.05 -3.04 -1.29
H 4.24 -1.76 -1.13
H 3.20 -0.55 -3.04
H 1.38 -2.97 -3.24
H 2.56 -2.37 -4.39
H 1.07 -1.46 -4.11
H 3.48 -0.02 0.02
H 3.65 2.03 -2.25
H 4.56 0.51 -2.17
H 4.85 1.77 -1.00
H 2.02 2.65 -0.25
H 3.42 2.33 0.77
H 1.92 1.48 1.10
H 2.31 1.31 -3.95
H 2.08 2.20 -6.12
H 0.70 3.28 -6.23
H 0.63 1.71 -7.00
H -1.61 1.71 -5.58
H -2.58 0.75 -3.55
H -0.62 2.66 -1.70
H -1.54 3.90 -0.83
H -1.95 3.47 -2.49
H -3.92 3.71 -0.59
H -6.09 3.59 0.35
H -6.28 2.28 1.51
H -6.98 2.13 -0.09
H -5.51 -0.13 0.33
H -4.41 -2.03 0.05
H -2.67 -2.11 -0.16
H -3.69 -1.97 -1.56
O 2.61 -2.93 0.94
C 2.13 -2.23 1.80
O 1.38 -1.18 1.65
C 2.40 -2.59 3.28
N 1.46 -1.77 4.14
C 2.27 -0.91 5.07
C 3.61 -0.78 4.34
C 3.80 -2.18 3.74
H 2.18 -3.64 3.42
H 0.77 -2.34 4.63
H 0.97 -1.19 3.42
H 2.38 -1.44 6.01
H 1.75 0.03 5.24
H 4.40 -0.52 5.03
H 3.56 -0.02 3.57
H 4.18 -2.87 4.49
H 4.49 -2.20 2.90
F 0.03 -2.59 -1.20
B -0.93 -3.65 -1.95
F -0.06 -4.57 -2.45
F -1.54 -2.86 -2.90
F -1.75 -4.13 -0.99
```

Properties
- ΔE to the lowest compared entry with this formula, charge and spin: 1.3448 eV
- Total charge: +1
- E: -3578.70206 Ha
- LUMO energy (spin up / spin down): -3.24 / -4.66 eV
- Kohn-Sham gap (spin up / spin down): 7.13 / 5.80 eV
- ⟨S²⟩: 0.7808
- Multiplicity: 2

---

Entry 2:
ORCA calculation (ωB97M-V/def2-TZVPD) on 10 unconnected molecules or ions with the total composition C7H31NO9.

The geometry in XYZ format:
```
48
C7H31NO9 | the Open Molecules 2025 dataset | ωB97M-V/def2-TZVPD
C 1.31 -1.63 -2.51
C 0.93 -1.72 -1.04
C 0.12 -0.57 -0.45
C -1.19 -0.67 -0.02
C 0.96 3.07 0.49
C 0.20 1.86 0.29
C 0.65 0.72 -0.25
N 0.14 -1.96 -3.34
H 1.72 -0.58 -2.48
H 2.03 -2.47 -2.76
H 1.97 -1.67 -0.60
H 0.60 -2.62 -0.70
H -1.78 -1.56 0.19
H -1.75 0.22 0.09
H 1.67 2.95 1.28
H 0.16 3.82 0.92
H 1.54 3.58 -0.27
H -0.85 1.96 0.66
H 1.65 0.78 -0.74
H 0.17 -1.29 -4.04
H -0.72 -1.81 -2.80
H 0.61 2.66 -2.98
H 0.35 1.08 -2.97
O 0.88 1.80 -2.72
H -1.29 -3.67 2.20
H -1.10 -2.45 1.62
O -1.65 -2.75 2.31
H 3.01 -2.08 1.98
H 3.25 -0.62 2.85
O 3.63 -1.32 2.32
H 1.22 0.05 2.67
H 0.58 -0.02 4.11
O 1.40 0.16 3.57
H -3.77 0.20 -0.17
H -4.25 -0.74 -1.36
O -3.56 -0.16 -1.04
H -1.07 -0.47 3.31
H -2.54 -0.98 3.47
O -1.99 -0.17 3.36
H -2.71 0.66 -3.08
H -1.30 0.50 -3.21
O -2.00 0.43 -3.78
H -3.40 2.50 1.62
H -2.88 1.16 2.22
O -2.86 1.70 1.39
H 3.61 1.20 -0.40
H 4.14 0.49 0.89
O 4.18 0.43 -0.10
```

Properties
- ΔE to the lowest compared entry with this formula, charge and spin: 5.7802 eV
- Total charge: 0
- E: -1017.05826 Ha
- LUMO energy: -0.07 eV
- Kohn-Sham gap: 7.95 eV